Run A
C25H25Cl3CuFN4O4S2 as an isolated structure, computed with the ωB97M-V functional and the def2-TZVPD basis.

HOMO energy ... -6.45 eV

Each line ends with the Löwdin charge.
CARTESIAN COORDINATES (ANGSTROEM)
Cu: 3.640 -1.566 0.250  0.369
Cl: 6.374 -1.616 1.076  0.744
Cl: 2.972 1.595 3.806  0.689
Cl: 8.124 1.181 5.323  0.630
S: -0.152 1.276 -0.583  0.603
S: 1.647 3.624 -1.077  0.887
F: -2.719 -0.730 2.373  0.061
O: 3.741 -0.278 1.690  -0.214
O: 2.877 -3.665 -3.150  0.015
O: 3.672 -2.522 -1.408  -0.074
O: 1.564 -2.387 0.661  0.020
N: -0.890 -2.244 -2.593  -0.036
N: -4.202 0.002 0.147  -0.125
N: -6.020 1.498 -0.544  0.040
N: 2.342 1.638 0.348  -0.045
C: -3.031 -0.812 0.038  -0.199
C: 6.037 -0.494 2.357  -0.561
C: -1.556 -0.606 -4.328  -0.064
C: -2.618 -1.236 -1.206  0.045
C: 6.829 0.738 4.242  -0.689
C: -6.575 0.149 -0.170  -0.076
C: 2.743 -3.016 -2.116  -0.613
C: -1.026 -1.682 1.034  0.066
C: -2.250 -1.101 1.155  -0.215
C: -5.279 2.114 0.607  -0.070
C: 5.569 1.278 4.424  -0.151
C: -4.007 1.276 0.830  -0.125
C: -1.660 -2.035 -3.813  -0.195
C: 4.555 0.919 3.559  -0.587
C: 7.068 -0.151 3.212  -0.147
C: 4.722 0.021 2.475  -0.475
C: 1.306 -2.705 -1.691  -0.016
C: -0.562 -2.035 -0.232  -0.086
C: 0.406 -2.644 -2.700  0.028
C: -1.376 -1.870 -1.356  -0.160
C: -5.449 -0.625 0.542  -0.124
C: 0.863 -2.412 -0.351  -0.308
C: 3.184 3.802 -0.118  -0.421
C: 3.591 2.370 0.200  -0.222
C: 1.301 2.060 -0.341  -1.147
H: -5.457 -1.665 0.225  0.139
H: 4.168 2.298 1.119  0.104
H: -7.448 0.315 0.458  0.131
H: -3.131 1.763 0.399  0.115
H: -5.327 1.331 -1.281  0.180
H: -2.144 -0.486 -5.239  0.075
H: 2.972 4.367 0.789  0.077
H: -5.958 2.087 1.458  0.133
H: 2.400 0.735 0.817  0.096
H: -1.272 -2.730 -4.556  0.123
H: 3.936 4.323 -0.705  0.076
H: 4.173 1.932 -0.615  0.131
H: -3.224 -0.973 -2.060  0.108
H: -5.596 -0.607 1.630  0.134
H: -6.751 2.111 -0.897  0.181
H: -3.841 1.169 1.906  0.127
H: -2.696 -2.326 -3.629  0.112
H: 0.745 -2.899 -3.697  0.144
H: 5.373 1.968 5.233  0.100
H: -5.059 3.150 0.363  0.135
H: -0.518 -0.363 -4.554  0.086
H: -0.365 -1.811 1.881  0.146
H: 8.050 -0.578 3.069  0.102
H: -6.882 -0.332 -1.097  0.132
H: -1.903 0.116 -3.587  0.060


Run B
C25H25Cl3CuFN4O4S2 as an isolated structure, computed with the ωB97M-V functional and the def2-TZVPD basis.

HOMO energy ... -5.64 eV

Each line ends with the Löwdin charge.
CARTESIAN COORDINATES (ANGSTROEM)
Cu: -3.570 1.227 -1.875  0.360
Cl: -5.888 2.120 -3.306  0.736
Cl: -8.509 -1.032 -6.789  0.610
Cl: -4.148 -2.927 -4.272  0.647
S: 0.104 -4.467 -0.805  0.885
S: -1.425 -2.153 -2.011  0.687
F: 1.430 -1.946 1.501  0.042
O: -3.388 3.187 -1.454  -0.069
O: -2.352 0.767 -0.109  0.021
O: -4.070 -0.279 -3.008  -0.194
O: -3.113 4.948 -0.099  0.002
N: 0.125 3.398 1.761  -0.046
N: -0.254 -4.149 -3.312  -0.084
N: 3.211 -0.184 2.820  -0.118
N: 5.601 0.005 3.384  0.041
C: -0.350 1.175 1.012  -0.029
C: -1.793 3.049 0.319  -0.012
C: -0.557 -3.523 -2.149  -1.180
C: 0.754 -5.186 -3.264  -0.254
C: -0.013 -0.175 0.935  0.093
C: -1.596 1.622 0.344  -0.288
C: -0.960 3.825 1.047  0.026
C: 1.129 -0.625 1.542  -0.190
C: 4.762 0.383 4.575  -0.074
C: 0.482 2.068 1.708  -0.130
C: -7.198 -0.796 -5.663  -0.698
C: -5.263 -1.617 -4.541  -0.579
C: -6.295 -1.820 -5.434  -0.162
C: -2.884 3.795 -0.471  -0.618
C: 5.293 -1.397 2.951  -0.073
C: -7.065 0.411 -5.003  -0.158
C: -5.049 -0.410 -3.823  -0.482
C: 0.916 4.387 2.482  -0.200
C: -6.021 0.587 -4.115  -0.564
C: 3.875 -1.387 2.344  -0.135
C: 0.575 -5.839 -1.899  -0.449
C: 1.987 0.239 2.216  -0.160
C: 3.325 -0.074 4.265  -0.123
C: 2.066 4.939 1.650  -0.067
C: 1.659 1.584 2.290  0.043
H: 5.189 -0.105 5.448  0.133
H: -6.391 -2.768 -5.943  0.095
H: 2.614 0.656 4.643  0.133
H: 2.625 5.684 2.218  0.076
H: 1.763 -4.765 -3.355  0.114
H: 0.239 5.189 2.771  0.125
H: 1.274 3.939 3.411  0.110
H: 2.359 2.259 2.765  0.104
H: -0.671 -0.850 0.397  0.090
H: -0.458 -3.641 -4.159  0.133
H: 3.922 -1.355 1.256  0.142
H: 3.110 -1.030 4.761  0.136
H: 0.602 -5.902 -4.072  0.119
H: 6.593 0.145 3.565  0.183
H: 6.050 -1.719 2.240  0.135
H: 4.842 1.463 4.686  0.133
H: -1.170 4.888 1.079  0.142
H: 1.683 5.415 0.748  0.084
H: -7.765 1.216 -5.173  0.098
H: 3.370 -2.313 2.630  0.129
H: 5.361 -2.015 3.844  0.134
H: 1.492 -6.306 -1.547  0.070
H: 5.304 0.620 2.621  0.182
H: 2.752 4.148 1.343  0.065
H: -0.223 -6.581 -1.921  0.077


Least stable structure: run B


Run A
A 12-piece molecular cluster, C6H38N2O11 overall, computed with the ωB97M-V functional and the def2-TZVPD basis.

HOMO energy ... -9.62 eV

Each line ends with the Löwdin charge.
CARTESIAN COORDINATES (ANGSTROEM)
O: 2.853 1.880 -1.030  -0.076
O: 2.040 0.053 -2.651  -0.091
O: 3.554 0.308 1.218  -0.054
O: 2.360 -2.595 -2.416  0.033
O: -0.674 2.515 3.700  -0.182
O: 1.287 0.568 3.500  -0.136
O: -0.469 0.489 -3.672  -0.093
O: 2.254 -2.577 3.100  -0.011
O: -2.653 1.442 2.462  -0.125
O: -2.600 -0.126 -2.148  -0.111
O: -3.733 1.253 -0.061  -0.016
N: 0.356 0.658 0.240  -0.072
N: -1.816 -3.023 -2.218  -0.028
C: -0.062 3.112 -0.325  -0.097
C: -0.082 -0.421 1.207  -0.202
C: -1.144 -1.340 0.578  -0.167
C: -0.556 -2.676 -0.017  -0.168
C: -0.445 -2.721 -1.564  -0.256
C: -0.133 1.977 0.722  -0.306
H: 3.599 1.666 -0.461  0.042
H: -2.489 -1.143 -2.223  0.053
H: 3.056 -2.527 2.547  0.056
H: 2.631 0.880 -2.850  0.140
H: -0.985 3.242 3.130  0.041
H: -0.578 -0.059 2.115  0.084
H: -4.591 1.205 -0.256  -0.016
H: -0.073 1.080 -4.311  0.042
H: -0.004 -1.817 -1.906  0.056
H: 0.644 1.342 3.424  -0.006
H: -1.669 -0.804 -0.255  0.084
H: -0.079 0.693 -0.757  0.118
H: 1.708 0.432 -1.859  -0.020
H: 1.002 3.433 -0.643  0.085
H: 0.642 2.306 1.609  0.144
H: -1.223 2.007 1.101  0.090
H: -1.951 -1.517 1.256  0.092
H: -0.508 4.105 -0.091  0.081
H: 2.161 1.566 -0.432  -0.012
H: -3.186 1.094 -0.880  0.050
H: 2.749 -2.386 -1.675  -0.054
H: 2.177 -1.755 -2.742  -0.034
H: -3.361 0.940 2.853  0.057
H: -2.252 0.130 -2.981  -0.012
H: 3.457 -0.186 0.378  0.050
H: 0.542 -2.767 0.337  0.120
H: -1.312 1.620 3.447  0.122
H: 2.664 0.543 1.498  0.000
H: 0.878 -0.961 1.498  0.092
H: -2.245 -3.708 -1.517  0.095
H: -1.617 -3.502 -3.145  0.095
H: -2.744 1.330 1.412  0.075
H: 0.295 0.047 -3.147  0.041
H: -0.544 2.654 -1.209  0.066
H: 1.758 0.865 4.381  0.120
H: 0.295 -3.483 -1.898  0.097
H: -1.040 -3.551 0.474  0.109
H: 1.849 -1.792 3.152  -0.086


Run B
A 12-piece molecular cluster, C6H38N2O11 overall, computed with the ωB97M-V functional and the def2-TZVPD basis.

HOMO energy ... -8.61 eV

Each line ends with the Löwdin charge.
CARTESIAN COORDINATES (ANGSTROEM)
O: -0.759 -2.096 3.024  -0.062
O: -1.350 3.277 -1.882  -0.127
O: 1.684 0.301 3.055  -0.032
O: -4.164 2.175 -1.288  -0.045
O: 0.480 2.940 2.909  -0.120
O: 2.337 1.803 -2.395  -0.039
O: -3.349 -0.610 0.336  -0.049
O: -2.252 1.134 -3.291  -0.145
O: 1.040 3.745 -1.137  -0.053
O: -3.183 -1.119 3.398  -0.040
O: 0.202 -0.026 -3.250  -0.144
N: 2.635 -2.784 0.271  -0.199
N: 0.956 0.640 0.230  -0.071
C: -0.498 0.679 0.170  -0.160
C: 0.014 -3.729 -0.070  -0.095
C: 2.139 -1.523 0.726  -0.255
C: 1.540 -3.821 0.188  -0.230
C: 1.529 -0.653 -0.347  -0.189
C: 3.312 -2.694 -1.035  -0.098
H: 1.440 1.558 -2.766  0.062
H: -0.380 2.825 3.430  0.065
H: -0.479 -4.654 -0.518  0.094
H: -4.161 -0.988 0.408  -0.022
H: 2.760 -2.363 -1.963  0.109
H: 4.116 -2.005 -0.766  0.098
H: -0.633 -3.752 0.869  0.060
H: 2.414 1.307 -1.636  -0.043
H: 2.600 0.098 3.075  0.044
H: 0.808 -1.354 -0.773  0.079
H: -1.096 -0.256 -0.197  0.084
H: 1.517 0.464 3.980  0.057
H: -1.478 4.135 -2.425  0.117
H: 1.150 3.482 -0.241  0.031
H: 1.115 0.634 1.274  0.058
H: -2.942 -0.979 1.205  0.060
H: 0.991 2.639 3.766  0.074
H: 2.951 -0.925 1.230  0.128
H: -0.970 0.723 1.181  0.053
H: -2.076 2.058 -2.995  -0.012
H: 1.519 -4.229 1.303  0.134
H: -3.471 2.800 -1.348  -0.019
H: 2.377 -0.328 -0.956  0.091
H: -0.537 -0.295 -2.637  0.039
H: -1.166 1.598 -0.165  0.099
H: -4.201 1.914 -0.356  0.043
H: -0.168 0.680 -3.949  0.113
H: -2.469 -1.618 2.977  -0.017
H: 1.577 -1.779 1.562  0.068
H: -0.679 -2.756 2.378  -0.027
H: -3.173 0.940 -2.837  0.089
H: -0.013 -1.377 2.818  0.107
H: -0.433 3.223 -1.545  -0.022
H: 1.959 -4.610 -0.526  0.120
H: -0.132 -2.819 -0.724  0.067
H: -2.795 -0.362 3.732  -0.006
H: 3.562 -3.628 -1.399  0.045
H: 1.769 3.257 -1.598  0.036


Least stable structure: run B


Run A
One molecule with the formula C2H2Cl2O2, computed with the ωB97M-V functional and the def2-TZVPD basis.

HOMO energy ... -10.85 eV

Each line ends with the Löwdin charge.
CARTESIAN COORDINATES (ANGSTROEM)
Cl: 2.245 -0.834 -0.129  0.652
Cl: 1.050 1.799 -0.500  0.631
O: -1.473 0.384 0.179  0.099
O: -0.575 -1.413 -0.890  0.117
C: -0.472 -0.419 -0.242  -0.616
C: 0.870 0.183 0.190  -1.056
H: -2.334 0.046 0.140  0.100
H: 0.689 0.253 1.253  0.072


Run B
One molecule with the formula C2H2Cl2O2, computed with the ωB97M-V functional and the def2-TZVPD basis.

HOMO energy ... -9.80 eV

Each line ends with the Löwdin charge.
CARTESIAN COORDINATES (ANGSTROEM)
Cl: 0.250 -1.094 -2.138  0.597
Cl: -1.843 0.635 -1.142  0.609
O: 0.728 1.266 2.065  -0.088
O: 0.359 0.094 1.667  -0.125
C: -0.171 0.121 -0.938  -1.090
C: 0.115 -0.446 0.557  -0.130
H: 0.592 0.931 -0.921  0.084
H: -0.030 -1.508 0.850  0.143


Least stable structure: run B


Run A
One molecule with the formula C4H6FN, computed with the ωB97M-V functional and the def2-TZVPD basis.

HOMO energy ... -11.74 eV

Each line ends with the Löwdin charge.
CARTESIAN COORDINATES (ANGSTROEM)
F: -1.981 -0.469 -0.053  -0.055
N: 2.719 -0.619 0.130  0.174
C: 1.628 -0.424 -0.174  -0.213
C: -0.752 -1.105 0.157  -0.163
C: -0.070 1.255 0.128  -0.062
C: 0.273 -0.142 -0.397  -0.359
H: -0.835 -2.121 -0.319  0.138
H: -0.585 -1.390 1.203  0.128
H: -0.414 1.331 1.163  0.089
H: 0.794 1.934 0.120  0.086
H: -0.816 1.769 -0.537  0.101
H: 0.040 -0.018 -1.423  0.135


Run B
One molecule with the formula C4H6FN, computed with the ωB97M-V functional and the def2-TZVPD basis.

HOMO energy ... -9.64 eV

Each line ends with the Löwdin charge.
CARTESIAN COORDINATES (ANGSTROEM)
F: 1.899 -1.416 -0.575  0.120
N: 1.298 0.481 1.386  0.135
C: 0.447 0.285 0.483  -0.354
C: -0.294 -1.630 -1.045  0.073
C: -0.609 1.289 0.166  -0.052
C: 0.705 -0.996 -0.400  -0.344
H: -1.311 0.938 -0.591  0.068
H: -0.231 -2.671 -1.348  0.064
H: 1.088 1.399 1.846  0.078
H: -1.343 -1.414 -0.880  0.055
H: -0.388 2.267 -0.099  0.055
H: -1.260 1.466 1.056  0.101


Least stable structure: run B


Run A
A 2-piece molecular cluster, C2H2F3NO overall, computed with the ωB97M-V functional and the def2-TZVPD basis.

HOMO energy (alpha / beta) ... -9.36 / -10.48 eV

Each line ends with the Löwdin charge.
CARTESIAN COORDINATES (ANGSTROEM)
F: -0.814 0.829 0.799  0.071
F: -2.701 -0.151 0.877  0.182
F: -2.360 1.227 -0.745  0.091
O: 0.529 -0.891 -0.533  -0.115
N: 1.271 -0.180 -1.339  0.055
C: 1.784 -0.386 -0.046  -0.183
C: -1.811 0.265 0.062  -0.352
H: 2.580 -1.157 0.163  0.117
H: 1.522 0.443 0.762  0.135


Run B
A 2-piece molecular cluster, C2H2F3NO overall, computed with the ωB97M-V functional and the def2-TZVPD basis.

HOMO energy (alpha / beta) ... -9.42 / -9.30 eV

Each line ends with the Löwdin charge.
CARTESIAN COORDINATES (ANGSTROEM)
F: -4.769 0.000 0.348  0.072
F: -3.039 1.366 0.455  0.085
F: -2.709 -2.042 -0.678  0.107
O: -0.677 0.204 -0.252  -0.117
N: -0.340 1.100 -1.110  -0.064
C: -3.401 0.093 0.180  -0.334
C: -2.638 -0.772 -0.334  -0.021
H: -0.078 0.987 -2.132  0.140
H: -0.370 2.134 -0.895  0.132


Least stable structure: run B